# 1
7
Properties=species:S:1:pos:R:3:nbo_charge:R:1 method="wB97M-V/def2-TZVPD" fmax_ev_per_a=2.649 spin_multiplicity=1 e_tot_ha=-6542.651830 lumo_ev="-3.2 / -3.2" de_lowest_kj_mol=307.1 orbital_gap_ev="6.3 / 6.3" charge=0
C 1.31 0.04 0.21 -0.264
C 0.11 0.08 -0.38 -0.079
S -2.41 -1.17 -0.25 0.068
Cl 1.69 -0.91 1.56 0.090
Cl 2.78 0.81 -0.45 0.033
Br -3.35 0.04 1.25 0.014
Br -0.12 1.10 -1.96 0.139

=====

# 2
23
Properties=species:S:1:pos:R:3:nbo_charge:R:1 method="wB97M-V/def2-TZVPD" fmax_ev_per_a=5.235 smiles=CCc1c[nH]cn1.CC spin_multiplicity=1 e_tot_ha=-384.541655 lumo_ev=0.8 de_lowest_kj_mol=236.9 orbital_gap_ev=9.3 charge=0
C 1.66 -3.10 0.09 -0.621
C 1.44 -2.99 1.55 -0.613
H 1.67 -4.23 -0.02 0.203
H 0.84 -2.66 -0.45 0.211
H 2.60 -2.90 -0.36 0.212
H 2.35 -2.71 2.00 0.203
H 1.20 -3.80 2.18 0.208
H 0.66 -2.19 1.72 0.197
C -0.31 1.34 -1.78 -0.443
C 0.83 2.42 -1.70 -0.603
C -1.22 1.30 -0.66 0.102
C -0.82 1.28 0.70 -0.138
C -3.02 1.36 0.63 0.170
N -2.61 1.22 -0.65 -0.461
N -2.00 1.42 1.51 -0.539
H -1.02 1.47 -2.75 0.225
H 0.15 0.35 -1.95 0.224
H 1.16 2.99 -2.50 0.218
H 0.04 1.47 1.25 0.201
H -4.03 1.77 0.97 0.205
H -1.80 1.30 2.48 0.426
H 1.84 1.85 -1.36 0.198
H 0.39 3.06 -0.91 0.215

=====

# 3
102
Properties=species:S:1:pos:R:3:lowdin_charge:R:1 method="wB97M-V/def2-TZVPD" fmax_ev_per_a=2.520 spin_multiplicity=1 e_tot_ha=-2377.923290 lumo_ev=-0.3 de_lowest_kj_mol=472.8 orbital_gap_ev=9.9 charge=0
C 4.92 5.96 -2.27 -0.287
C 4.83 4.45 -2.43 -0.215
O 4.20 3.80 -1.26 -0.075
O 5.50 6.57 -3.40 -0.058
H 5.45 6.29 -1.38 0.126
H 3.88 6.29 -2.21 0.117
H 5.88 4.17 -2.50 0.117
H 4.35 4.30 -3.40 0.119
H 4.83 4.06 -0.58 0.069
H 5.07 6.34 -4.23 0.087
C 7.67 -2.04 2.59 -0.204
C 7.95 -3.52 2.10 -0.214
O 7.51 -4.57 2.97 -0.073
O 8.23 -1.65 3.87 -0.084
H 6.68 -1.61 2.44 0.108
H 8.28 -1.40 1.96 0.101
H 9.02 -3.64 1.89 0.109
H 7.63 -3.72 1.08 0.105
H 6.70 -4.39 3.46 0.082
H 7.59 -1.26 4.47 0.070
C 0.42 2.89 -8.19 -0.278
C 0.35 2.79 -9.74 -0.233
O 1.21 3.60 -10.55 -0.068
O -0.06 1.69 -7.72 -0.054
H -0.21 3.72 -7.87 0.114
H 1.45 3.08 -7.88 0.118
H -0.69 2.96 -9.99 0.113
H 0.61 1.82 -10.17 0.123
H 1.10 4.49 -10.19 0.075
H 0.03 1.67 -6.77 0.091
C -5.63 6.58 1.38 -0.261
C -4.77 5.70 2.34 -0.170
O -3.33 5.83 2.02 -0.087
O -5.74 7.98 1.61 -0.068
H -6.68 6.29 1.34 0.108
H -5.47 6.28 0.34 0.112
H -5.12 4.67 2.20 0.108
H -5.06 5.99 3.35 0.112
H -3.22 6.47 1.32 0.065
H -5.88 8.47 0.80 0.082
C -0.27 -5.58 5.47 -0.203
C -0.47 -5.50 3.90 -0.194
O 0.69 -5.79 3.04 -0.095
O -0.28 -6.94 6.00 -0.073
H -1.09 -4.97 5.85 0.105
H 0.67 -5.10 5.75 0.111
H -0.91 -4.61 3.44 0.106
H -1.26 -6.23 3.70 0.102
H 0.41 -5.61 2.14 0.067
H -0.15 -6.83 6.95 0.075
C -5.57 -0.20 5.18 -0.238
C -4.59 -1.19 5.90 -0.229
O -5.17 -2.46 6.07 -0.083
O -5.78 -0.37 3.80 -0.070
H -5.14 0.79 5.29 0.117
H -6.57 -0.33 5.59 0.119
H -4.39 -0.94 6.94 0.122
H -3.73 -1.36 5.26 0.113
H -5.57 -2.70 5.23 0.070
H -6.36 -1.12 3.63 0.078
C -0.97 -5.68 -4.71 -0.290
C -0.96 -6.37 -6.05 -0.252
O -2.26 -6.48 -6.65 -0.057
O 0.26 -5.71 -4.08 -0.050
H -1.74 -6.09 -4.06 0.123
H -1.27 -4.64 -4.86 0.122
H -0.34 -7.27 -5.98 0.117
H -0.33 -5.90 -6.81 0.116
H -2.69 -5.64 -6.47 0.078
H 0.52 -6.59 -3.79 0.094
C 2.93 2.19 5.80 -0.253
C 2.75 0.73 5.40 -0.264
O 3.08 -0.29 6.31 -0.049
O 2.19 2.46 6.95 -0.067
H 2.68 2.92 5.02 0.122
H 3.97 2.43 6.03 0.111
H 3.38 0.64 4.52 0.105
H 1.75 0.53 5.01 0.124
H 4.01 -0.28 6.55 0.087
H 2.54 2.04 7.74 0.086
C -0.33 0.83 0.21 -0.240
C -1.04 0.72 -1.12 -0.247
O -0.20 1.32 -2.07 -0.086
O 0.73 -0.13 0.32 -0.066
H -1.02 0.42 0.95 0.122
H 0.02 1.85 0.34 0.127
H -1.99 1.24 -1.07 0.118
H -1.05 -0.32 -1.45 0.124
H 0.56 1.76 -1.68 0.070
H 1.56 0.26 0.04 0.078
O -7.98 1.81 -0.25 -0.054
H -7.39 1.93 -0.98 0.027
H -7.50 1.25 0.36 0.026
O -3.57 -0.69 -5.33 -0.052
H -2.66 -0.74 -5.63 0.024
H -3.62 0.14 -4.85 0.027
O 3.27 -1.84 -4.02 -0.052
H 2.58 -1.18 -4.05 0.023
H 2.81 -2.68 -3.98 0.027
O -5.44 -2.73 -0.54 -0.054
H -5.20 -3.35 0.15 0.025
H -5.99 -3.23 -1.13 0.029

=====

# 4
51
Properties=species:S:1:pos:R:3:nbo_charge:R:1 method="wB97M-V/def2-TZVPD" fmax_ev_per_a=8.374 spin_multiplicity=1 e_tot_ha=-7219.872416 lumo_ev=-3.7 orbital_gap_ev=1.3 charge=0
Br 2.17 -7.07 1.53 0.124
C 1.87 -5.40 0.70 0.001
C 2.81 -4.39 0.81 -0.257
C 2.59 -3.17 0.20 -0.094
C 1.42 -2.94 -0.54 -0.080
C 1.20 -1.67 -1.14 0.099
C 0.15 -1.38 -1.98 -0.331
C -0.06 -0.13 -2.51 0.073
C -1.17 0.21 -3.34 -0.075
C -1.22 1.48 -3.94 -0.121
C -2.29 1.84 -4.73 -0.250
C -3.33 0.95 -4.94 -0.006
Br -4.80 1.45 -6.02 0.123
C -3.30 -0.30 -4.35 -0.250
C -2.23 -0.67 -3.56 -0.138
C 0.48 -3.99 -0.64 -0.131
C 0.71 -5.20 -0.03 -0.258
H 3.71 -4.57 1.37 0.245
H 3.31 -2.38 0.30 0.250
H 1.90 -0.89 -0.91 0.241
H -0.53 -2.17 -2.24 0.207
H 0.66 0.64 -2.29 0.230
H -0.41 2.17 -3.77 0.235
H -2.32 2.80 -5.20 0.245
H -4.12 -0.97 -4.52 0.240
H -2.23 -1.65 -3.10 0.218
H -0.43 -3.84 -1.19 0.215
H -0.01 -5.99 -0.09 0.239
F 2.44 -2.34 4.58 -0.312
C 1.34 -1.60 4.42 0.774
F 0.39 -2.24 3.74 -0.303
F 0.87 -1.14 5.58 -0.289
S 1.80 -0.12 3.42 1.934
C 0.16 0.61 3.32 -0.748
C -0.04 1.78 2.64 -0.032
C 1.02 2.45 1.95 -0.245
C 0.79 3.63 1.29 -0.185
C -0.47 4.20 1.28 -0.277
C -0.72 5.52 0.57 0.978
F -2.00 5.57 0.18 -0.335
F -0.45 6.52 1.42 -0.331
F 0.09 5.60 -0.50 -0.338
C -1.52 3.58 1.94 -0.168
C -1.33 2.39 2.60 -0.282
O 2.58 0.95 4.13 -0.896
O 2.19 -0.34 1.98 -0.963
H -0.65 0.12 3.82 0.209
H 2.00 2.00 1.95 0.211
H 1.59 4.13 0.77 0.203
H -2.49 4.05 1.92 0.207
H -2.15 1.91 3.11 0.196

=====

# 5
46
Properties=species:S:1:pos:R:3:nbo_charge:R:1 method="wB97M-V/def2-TZVPD" fmax_ev_per_a=6.673 spin_multiplicity=1 e_tot_ha=-1217.624830 lumo_ev=-13.9 de_lowest_kj_mol=148.8 orbital_gap_ev=3.2 charge=+3
O -3.41 -3.85 -3.56 -0.232
C -2.53 -3.33 -2.99 0.578
Mo -0.85 -2.62 -1.95 0.369
C -1.86 -0.68 -1.70 0.424
O -2.73 0.09 -1.99 -0.276
C -1.56 -3.45 -0.20 0.580
O -1.99 -3.95 0.75 -0.274
H -0.96 -0.58 -0.84 0.263
C 1.33 -2.78 -1.60 -0.256
C 0.85 -3.92 -2.31 -0.168
C 0.28 -3.46 -3.57 -0.250
C 0.49 -2.02 -3.62 -0.211
C 1.10 -1.62 -2.40 -0.201
H 1.85 -2.80 -0.65 0.309
H 0.86 -4.96 -1.97 0.314
H -0.22 -4.07 -4.33 0.315
H 0.24 -1.38 -4.47 0.314
H 1.47 -0.62 -2.18 0.304
C -0.65 6.35 -0.50 -0.279
O -1.57 5.23 -0.53 -0.396
C -1.18 4.04 -0.01 0.475
C -2.09 2.96 -0.12 -0.254
C -1.73 1.71 0.30 -0.118
C -0.45 1.40 0.86 -0.181
C -0.13 0.04 1.14 -0.010
C 0.80 -0.47 2.10 -0.080
C 0.62 -1.79 2.63 -0.153
C 1.53 -2.33 3.53 -0.213
C 2.67 -1.62 3.95 -0.073
C 2.82 -0.30 3.52 -0.185
C 1.92 0.25 2.60 -0.138
C 0.37 2.54 1.09 -0.018
C 0.04 3.82 0.69 -0.292
H -1.20 7.12 -1.04 0.249
H -0.47 6.67 0.54 0.215
H 0.30 6.12 -1.02 0.207
H -3.05 3.16 -0.59 0.273
H -2.43 0.90 0.19 0.208
H -0.89 -0.71 0.85 0.175
H -0.22 -2.36 2.30 0.202
H 1.39 -3.34 3.91 0.255
H 3.38 -2.04 4.67 0.267
H 3.67 0.31 3.87 0.262
H 2.15 1.26 2.23 0.212
H 1.34 2.45 1.56 0.217
H 0.72 4.66 0.87 0.270

=====

# 6
10
Properties=species:S:1:pos:R:3:nbo_charge:R:1 method="wB97M-V/def2-TZVPD" fmax_ev_per_a=14.219 spin_multiplicity=3 e_tot_ha=-569.997284 lumo_ev="0.4 / -2.2" de_lowest_kj_mol=318.3 s_squared=2.0052 orbital_gap_ev="5.6 / 7.6" charge=0
C 0.26 -1.56 -2.91 0.215
C 0.21 -0.51 0.55 -0.333
C 0.01 0.75 0.53 -0.320
N 0.19 -0.41 -2.45 -0.689
S 0.36 -3.10 -3.12 0.068
H -0.22 -1.15 -0.12 0.159
H 0.82 -1.21 1.18 0.172
H -0.54 1.28 -0.17 0.164
H 0.42 1.50 1.25 0.156
H 0.54 0.38 -2.91 0.409

=====

# 7
155
Properties=species:S:1:pos:R:3:lowdin_charge:R:1 method="wB97M-V/def2-TZVPD" fmax_ev_per_a=2.065 spin_multiplicity=1 e_tot_ha=-3905.018948 lumo_ev=-2.6 de_lowest_kj_mol=113.2 orbital_gap_ev=6.9 charge=+1
Y -0.03 -0.44 -0.45 1.433
C 2.62 1.58 -1.23 -0.097
C 3.12 2.09 0.11 -0.377
C 4.66 2.01 0.18 -0.046
C 2.55 1.31 1.25 -0.377
C 2.69 1.55 2.62 -0.003
C 2.14 0.45 3.26 -0.192
C 2.01 0.29 4.75 -0.323
C 3.08 -0.61 5.36 -0.047
C 0.61 -0.16 5.18 -0.028
N 1.69 -0.39 2.30 0.050
N 1.92 0.15 1.07 0.000
B 1.32 -1.90 2.41 -0.513
N 2.00 -2.63 1.24 0.032
N 1.54 -2.43 -0.03 0.030
C 2.33 -3.12 -0.85 -0.265
C 3.31 -3.78 -0.11 0.050
C 3.08 -3.44 1.21 -0.185
C 4.06 -3.78 2.31 -0.334
C 3.52 -4.56 3.51 -0.051
C 4.79 -2.51 2.75 -0.036
C 2.18 -3.09 -2.34 -0.370
C 1.53 -4.38 -2.84 -0.041
C 3.53 -2.87 -3.01 -0.049
N -0.24 -2.08 2.37 0.050
N -1.02 -1.21 1.66 -0.001
C -2.30 -1.47 1.96 -0.245
C -2.35 -2.51 2.87 0.051
C -1.03 -2.89 3.10 -0.189
C -0.65 -4.10 3.91 -0.330
C 0.08 -3.79 5.22 -0.050
C 0.10 -5.09 3.02 -0.036
C -3.47 -0.73 1.35 -0.358
C -4.74 -1.01 2.15 -0.060
C -3.23 0.77 1.23 -0.071
H 3.12 2.11 -2.05 0.085
H 2.84 0.51 -1.34 0.076
H 1.55 1.76 -1.35 -0.013
H 2.83 3.14 0.23 0.119
H 4.98 0.97 0.08 0.088
H 5.10 2.59 -0.64 0.081
H 5.03 2.40 1.12 0.080
H 3.15 2.40 3.11 0.127
H 2.17 1.30 5.15 0.140
H 2.94 -1.65 5.07 0.054
H 4.08 -0.31 5.05 0.086
H 3.02 -0.56 6.45 0.087
H 0.38 -1.14 4.78 0.044
H 0.55 -0.20 6.27 0.096
H -0.14 0.54 4.82 0.051
H 1.75 -2.32 3.44 0.096
H 4.10 -4.41 -0.48 0.122
H 4.79 -4.43 1.83 0.135
H 2.82 -3.98 4.11 0.046
H 3.02 -5.47 3.18 0.081
H 4.35 -4.84 4.16 0.088
H 4.10 -1.78 3.18 0.047
H 5.55 -2.75 3.50 0.089
H 5.29 -2.05 1.90 0.087
H 1.52 -2.25 -2.59 0.072
H 2.18 -5.24 -2.66 0.088
H 0.57 -4.56 -2.34 0.073
H 1.35 -4.31 -3.92 0.081
H 4.17 -3.75 -2.89 0.082
H 3.40 -2.67 -4.07 0.073
H 4.05 -2.01 -2.57 0.082
H -3.22 -2.97 3.32 0.117
H -1.60 -4.56 4.19 0.136
H 1.03 -3.28 5.06 0.039
H -0.54 -3.15 5.86 0.086
H 0.28 -4.72 5.76 0.088
H 1.02 -4.65 2.64 0.045
H 0.35 -6.00 3.59 0.089
H -0.52 -5.38 2.17 0.093
H -3.62 -1.12 0.34 0.103
H -4.62 -0.70 3.19 0.092
H -5.57 -0.45 1.72 0.084
H -5.01 -2.06 2.12 0.080
H -2.89 1.18 2.18 0.055
H -2.48 1.01 0.46 -0.004
H -4.16 1.27 0.95 0.094
Te -0.14 3.09 1.57 1.380
C -1.72 4.50 1.26 -0.510
C -1.53 5.56 0.38 -0.181
C -2.58 6.42 0.08 -0.100
C -3.82 6.25 0.68 -0.081
C -3.99 5.24 1.62 -0.069
C -2.95 4.36 1.90 -0.122
C -0.38 3.46 3.67 -0.503
C -1.23 2.68 4.43 -0.183
C -1.51 3.02 5.75 -0.077
C -0.94 4.15 6.31 -0.075
C -0.07 4.93 5.55 -0.076
C 0.21 4.59 4.24 -0.133
H -0.55 5.71 -0.05 0.088
H -2.42 7.25 -0.61 0.098
H -4.64 6.91 0.44 0.106
H -4.94 5.12 2.12 0.109
H -3.10 3.58 2.63 0.087
H -1.69 1.80 3.99 0.078
H -2.18 2.40 6.33 0.110
H -1.17 4.43 7.33 0.107
H 0.37 5.82 5.98 0.107
H 0.88 5.20 3.65 0.096
C -4.45 1.63 -5.02 -0.095
C -4.94 0.58 -4.27 -0.085
C -4.05 -0.26 -3.59 -0.091
C -2.68 -0.03 -3.62 -0.297
C -2.22 1.07 -4.35 -0.155
C -3.09 1.88 -5.06 -0.093
Si -1.39 -1.22 -2.83 0.644
C -0.13 -1.25 -4.27 -0.320
C 1.04 -0.49 -4.21 -0.161
C 1.95 -0.46 -5.26 -0.115
C 1.69 -1.18 -6.42 -0.082
C 0.52 -1.91 -6.52 -0.069
C -0.38 -1.94 -5.46 -0.093
C -2.27 -2.91 -2.65 -0.298
C -1.92 -4.05 -3.38 -0.119
C -2.63 -5.23 -3.26 -0.077
C -3.73 -5.31 -2.42 -0.085
C -4.09 -4.20 -1.67 -0.082
C -3.35 -3.03 -1.78 -0.142
H -5.13 2.26 -5.58 0.100
H -6.00 0.39 -4.22 0.103
H -4.45 -1.10 -3.04 0.084
H -1.15 1.28 -4.39 0.069
H -2.70 2.70 -5.65 0.097
H 1.25 0.11 -3.32 0.064
H 2.85 0.14 -5.17 0.101
H 2.40 -1.16 -7.24 0.105
H 0.31 -2.46 -7.43 0.107
H -1.30 -2.49 -5.58 0.104
H -1.07 -4.02 -4.05 0.071
H -2.33 -6.10 -3.84 0.106
H -4.30 -6.22 -2.36 0.104
H -4.94 -4.24 -1.01 0.103
H -3.64 -2.18 -1.17 0.063
C -1.25 6.74 -4.12 0.008
C -0.56 5.42 -3.98 -0.251
C 0.46 4.99 -4.78 0.042
C 1.02 3.72 -4.53 -0.273
N 0.59 2.95 -3.54 0.122
C -0.42 3.37 -2.77 -0.757
S -1.08 2.44 -1.54 0.596
N -0.98 4.60 -3.00 0.129
C 2.13 3.18 -5.37 0.002
H -0.82 7.31 -4.94 0.092
H -1.15 7.31 -3.20 0.092
H -2.31 6.59 -4.31 0.102
H 0.82 5.60 -5.60 0.126
H -1.72 4.88 -2.36 0.135
H 2.23 3.74 -6.30 0.088
H 1.95 2.13 -5.58 0.062
H 3.07 3.25 -4.82 0.099

=====

# 8
49
Properties=species:S:1:pos:R:3:nbo_charge:R:1 method="wB97M-V/def2-TZVPD" fmax_ev_per_a=0.980 smiles="CCN(CC)CCOC(=O)c1ccc(NC=C2C(=O)NC(=O)NC2=O)cc1" spin_multiplicity=1 e_tot_ha=-1294.434734 lumo_ev=-0.6 de_lowest_kj_mol=1.6 orbital_gap_ev=7.7 charge=0
C -4.41 -2.58 0.17 -0.637
H -3.49 -2.87 0.68 0.210
H -4.97 -3.49 -0.04 0.203
H -4.14 -2.10 -0.77 0.202
C -5.21 -1.63 1.07 -0.210
N -6.38 -1.00 0.50 -0.458
C -6.15 -0.04 -0.55 -0.237
H -7.12 0.29 -0.92 0.209
C -5.41 1.20 -0.04 -0.087
H -5.61 2.07 -0.69 0.207
H -5.74 1.45 0.97 0.199
O -4.01 0.96 -0.04 -0.521
C -3.21 2.03 -0.02 0.791
O -3.61 3.17 0.00 -0.594
C -1.77 1.66 -0.02 -0.209
C -1.35 0.33 -0.03 -0.090
C -0.01 0.02 -0.03 -0.265
C 0.95 1.04 -0.02 0.173
C 0.52 2.37 -0.01 -0.244
C -0.82 2.68 -0.01 -0.125
H -1.16 3.70 0.00 0.243
H 1.26 3.16 0.00 0.222
N 2.31 0.80 -0.01 -0.536
C 2.95 -0.35 -0.04 0.216
C 4.33 -0.46 -0.03 -0.416
C 5.17 0.72 0.01 0.680
N 6.53 0.49 0.02 -0.642
C 7.16 -0.74 0.00 0.794
O 8.36 -0.85 0.01 -0.592
N 6.30 -1.81 -0.04 -0.645
C 4.92 -1.79 -0.06 0.674
O 4.29 -2.82 -0.09 -0.602
H 6.74 -2.73 -0.06 0.434
H 7.13 1.30 0.05 0.434
O 4.75 1.87 0.04 -0.640
H 2.94 1.62 0.01 0.453
H 2.39 -1.28 -0.07 0.233
H 0.30 -1.01 -0.03 0.216
H -2.09 -0.46 -0.03 0.225
H -5.58 -0.44 -1.41 0.178
C -7.55 -1.84 0.30 -0.202
C -7.64 -2.62 -1.02 -0.632
H -7.65 -1.94 -1.87 0.202
H -6.82 -3.31 -1.13 0.203
H -8.57 -3.19 -1.03 0.213
H -8.43 -1.18 0.37 0.185
H -7.59 -2.54 1.14 0.195
H -5.53 -2.16 1.96 0.193
H -4.54 -0.82 1.39 0.199